No. 1
# C3H11N3O2

2 unconnected molecules or ions with the total composition C3H11N3O2 (wB97M-V/def2-TZVPD, OMol25).

Last column: Mulliken charge in e.
Element x y z (Å)
C: 1.11714 2.61616 0.38146  -0.945
N: 0.36888 1.40596 0.71818  -0.247
C: 0.31397 1.19711 2.15347  -0.505
O: -0.55600 0.13763 2.48008  -0.515
H: 0.60812 3.48906 0.78975  0.307
H: 1.14300 2.71718 -0.70071  0.312
H: 2.14367 2.61193 0.76533  0.342
H: 0.84442 0.60603 0.29795  0.208
H: 1.29268 0.94243 2.57657  0.324
H: -0.00676 2.13408 2.61923  0.362
H: -1.45243 0.46852 2.33534  0.317
N: -0.73903 -0.63858 -2.46319  -0.417
C: -0.25992 -1.55409 -1.54663  0.530
N: -0.80028 -1.42228 -0.28645  -0.473
O: 0.56808 -2.38971 -1.83709  -0.618
H: -0.53884 -0.88803 -3.42004  0.246
H: -1.67184 -0.28669 -2.32114  0.220
H: -1.05623 -0.48659 -0.01050  0.296
H: -0.29988 -1.94185 0.41753  0.258

Results
orbital gap: 10.378 eV
total energy: -11855.329 eV
energy above the lowest of the compared OMol25 structures with the same formula, charge and spin: 9.41 kcal per mole
total charge: 0

No. 2
# CH4ClNO

A single CH4ClNO molecule in a non-equilibrium geometry (wB97M-V/def2-TZVPD, OMol25).

Last column: Mulliken charge in e.
Element x y z (Å)
C: -0.30290 0.10612 -0.30996  -0.169
N: 0.92503 -0.18313 0.71967  -0.392
O: -1.42133 0.03099 0.43368  -0.498
Cl: 2.43366 -0.53388 -0.12645  -0.124
H: -0.41638 -0.63280 -1.13425  0.308
H: -0.22472 1.09823 -0.66027  0.229
H: 1.08255 0.69320 1.12562  0.295
H: -2.07591 -0.57873 -0.04804  0.352

Results
orbital gap: 10.133 eV
total energy: -17159.814 eV
energy above the lowest of the compared OMol25 structures with the same formula, charge and spin: 61.81 kcal per mole
total charge: 0